(1)
The following is a quantum chemistry calculation of a molecular structure, C21H31N7O5PRbSe2, from the Open Molecules 2025 dataset.

Output
**E_tot**: -183586.7935 eV
**Max |F|**: 0.2 eV Å⁻¹
**Orbital gap**: 7.3799 eV

ORCA input file:
```
! wB97M-V def2-TZVPD RIJCOSX def2/J DEFGRID3
* xyz 0 1
Rb 0.359 -0.304 1.114
C 0.864 4.447 -0.446
Se 1.249 3.149 0.947
C 3.185 3.120 0.758
C 3.696 2.586 -0.569
Se 3.437 0.667 -0.847
C 4.705 0.029 0.477
H 1.386 5.380 -0.244
H -0.210 4.625 -0.419
H 1.127 4.064 -1.430
H 3.539 2.526 1.601
H 3.541 4.142 0.903
H 4.769 2.769 -0.658
H 3.204 3.070 -1.413
H 5.696 0.413 0.250
H 4.709 -1.057 0.409
H 4.375 0.323 1.470
O -3.893 -3.070 1.749
C -2.993 -2.276 1.897
O -1.930 -2.213 1.101
C -2.964 -1.274 3.018
C -3.917 -1.366 4.020
C -3.852 -0.467 5.073
C -2.847 0.484 5.080
C -1.950 0.507 4.020
N -2.002 -0.349 3.006
H -4.672 -2.137 3.962
H -4.572 -0.517 5.880
H -2.729 1.192 5.889
H -1.148 1.235 3.999
N -1.849 1.485 -1.725
C -0.911 2.007 -2.602
C -1.223 3.031 -3.501
C -0.255 3.563 -4.337
C 1.050 3.092 -4.311
C 1.374 2.084 -3.411
C 0.413 1.551 -2.563
H -2.792 1.784 -1.919
H -1.785 0.472 -1.633
H -2.239 3.407 -3.542
H -0.529 4.356 -5.022
H 1.801 3.515 -4.964
H 2.402 1.738 -3.338
H 0.687 0.826 -1.803
O 2.527 0.531 2.717
N 1.658 0.757 3.612
C 1.975 1.628 4.558
C 0.981 1.901 5.540
N 0.168 2.100 6.332
C 3.225 2.320 4.547
N 4.239 2.864 4.507
N 1.742 -1.291 -3.344
C 0.662 -2.294 -3.619
P -0.245 -2.356 -1.989
O -1.353 -1.359 -2.028
O 0.916 -2.192 -1.041
C -0.975 -4.024 -1.903
N -2.154 -3.943 -1.038
H 1.970 -1.429 -2.329
H 1.383 -0.332 -3.426
H 2.565 -1.381 -3.932
H 1.140 -3.241 -3.865
H 0.042 -1.955 -4.445
H -0.245 -4.705 -1.466
H -1.198 -4.374 -2.920
H -2.874 -3.383 -1.484
H -2.023 -2.903 0.379
H -2.539 -4.857 -0.838
*
```

(2)
The following is a quantum chemistry calculation of a single C3H3NO2 molecule at a distorted geometry, from the Open Molecules 2025 dataset.

Output
**E_tot**: -8739.5592 eV
**Max |F|**: 3.9 eV Å⁻¹
**Orbital gap**: 10.3003 eV

ORCA input file:
```
! wB97M-V def2-TZVPD RIJCOSX def2/J DEFGRID3
* xyz 0 1
C 0.436 -0.907 0.235
C 0.036 0.502 -0.073
C -1.276 0.618 -0.638
N -2.338 0.838 -1.009
O 0.492 1.611 1.033
O 0.979 1.422 -0.264
H 1.288 -1.126 0.874
H 0.750 -1.348 -0.693
H -0.368 -1.610 0.535
*
```

| no. | HOMO energy (Eh) | lowest unoccupied orbital energy (hartree) |
| --- | --- | --- |
| 1 | -0.290 | -0.018 |
| 2 | -0.388 | -0.009 |